*A*
Entry from the OMol25 dataset: the molecule C2H8N4 (wB97M-V/def2-TZVPD).

```
14
Properties=species:S:1:pos:R:3
C 2.201 -0.148 -0.105
C -0.973 1.177 0.061
H 2.694 -1.022 -0.858
H 2.635 0.931 -0.388
H 2.434 -0.320 1.047
H 0.610 -0.560 -0.944
H -1.546 2.004 0.404
H -2.828 0.479 -0.553
H -1.551 -0.788 1.350
H -1.044 -1.672 -0.035
N 0.787 -0.220 -0.076
N 0.256 0.948 0.399
N -1.850 0.196 -0.674
N -1.826 -1.005 0.373
```

Output
**Multiplicity**: 1
**Structure (SMILES)**: CN/N=C\NN

=====

*B*
Entry from the OMol25 dataset: C2H8N4 as an isolated structure (wB97M-V/def2-TZVPD).

```
14
Properties=species:S:1:pos:R:3
N -0.714 0.658 0.861
N -1.032 0.228 2.190
H -1.378 -0.732 2.169
H -0.199 0.175 2.772
H -1.494 1.189 0.468
H 0.249 1.077 0.584
C -0.399 -0.598 -0.249
C 1.903 0.409 -1.581
N 1.337 0.286 -0.468
N -1.247 -0.603 -1.207
H -1.387 -1.543 -1.572
H 0.016 -1.472 0.256
H 2.845 0.972 -1.714
H 1.500 -0.047 -2.510
```

Output
**Multiplicity**: 1

=====

Which structure is most stable, and how do the rest compare? From most to least stable: *A*, *B*.

=====

*A*
Entry from the OMol25 dataset: the molecule C2H4O3S (wB97M-V/def2-TZVPD).

```
10
Properties=species:S:1:pos:R:3
C 0.854 0.812 -0.128
C -0.241 -1.215 -0.446
O -1.948 0.967 0.284
O -0.480 0.040 1.978
O 1.213 -0.391 -0.683
S -0.724 0.299 0.580
H 1.509 1.153 0.716
H 0.836 1.589 -0.911
H -0.992 -1.099 -1.242
H -0.027 -2.155 -0.148
```

Output
**Multiplicity**: 1
**Structure (SMILES)**: O=S1(=O)COC1

=====

*B*
Entry from the OMol25 dataset: a 2-piece molecular cluster, C2H4O3S overall (wB97M-V/def2-TZVPD).

```
10
Properties=species:S:1:pos:R:3
C -0.548 0.674 0.666
C -0.255 0.036 -0.640
O -2.077 -1.607 0.613
O -2.879 0.219 -0.855
O 1.479 -1.882 -0.463
S -1.830 -0.407 -0.111
H -0.223 0.121 1.537
H -0.425 1.746 0.764
H 0.054 0.557 -1.526
H 0.931 -2.593 -0.795
```

Output
**Multiplicity**: 1

=====

Which structure is most stable, and how do the rest compare? From most to least stable: *A*, *B*.

=====

*A*
Entry from the OMol25 dataset: the molecule C4H5Cl (wB97M-V/def2-TZVPD).

```
10
Properties=species:S:1:pos:R:3
C 0.259 -0.049 0.336
C -0.519 0.892 -0.160
C -1.932 0.498 0.034
C -2.261 -0.773 -0.151
H -0.241 -1.074 0.640
H -0.200 1.877 -0.417
H -2.500 1.211 0.659
H -3.342 -1.178 0.069
H -1.820 -1.557 -0.501
Cl 2.048 -0.158 -0.047
```

Output
**Multiplicity**: 1
**Structure (SMILES)**: C=C/C=C/Cl

=====

*B*
Entry from the OMol25 dataset: the molecule C4H5Cl (wB97M-V/def2-TZVPD).

```
10
Properties=species:S:1:pos:R:3
C -0.343 -0.361 0.164
C 0.577 0.854 0.043
C 1.959 0.172 -0.068
C 2.986 -0.455 -0.021
H -0.105 -1.062 -0.497
H -0.249 -0.622 1.220
H 0.518 1.398 0.936
H 0.409 1.490 -0.846
H 3.984 -0.713 -0.282
Cl -2.096 -0.103 -0.073
```

Output
**Multiplicity**: 1
**Structure (SMILES)**: C#CCCCl

=====

Which structure is most stable, and how do the rest compare? From most to least stable: *B*, *A*.

=====

*A*
Entry from the OMol25 dataset: the molecule C2H8N2 (wB97M-V/def2-TZVPD).

```
12
Properties=species:S:1:pos:R:3
C 0.158 -1.750 0.597
N 0.460 -0.385 0.381
C -0.512 0.398 -0.302
N 0.062 1.673 -0.703
H -0.464 -2.062 -0.249
H 1.072 -2.309 0.714
H -0.517 -1.895 1.431
H 0.860 0.044 1.202
H -1.397 0.557 0.337
H -0.815 -0.192 -1.160
H -0.568 2.113 -1.363
H 0.153 2.283 0.096
```

Output
**Multiplicity**: 1
**Structure (SMILES)**: CNCN

=====

*B*
Entry from the OMol25 dataset: the molecule C2H8N2 (wB97M-V/def2-TZVPD).

```
12
Properties=species:S:1:pos:R:3
C -1.373 0.184 1.022
N -0.653 0.129 -0.221
C 0.746 0.258 -0.148
N 1.557 -0.004 -1.406
H -2.314 -0.365 0.940
H -1.802 1.283 1.319
H -0.884 -0.354 1.798
H -0.953 -0.732 -0.727
H 1.184 1.182 0.180
H 1.003 -0.453 0.589
H 2.372 -0.574 -1.245
H 1.117 -0.553 -2.100
```

Output
**Multiplicity**: 1
**Structure (SMILES)**: CNCN

=====

*C*
Entry from the OMol25 dataset: a 2-piece molecular cluster, C2H8N2 overall (wB97M-V/def2-TZVPD).

```
12
Properties=species:S:1:pos:R:3
N 1.477 3.327 -1.165
H 2.452 3.436 -1.568
H 0.981 4.181 -0.876
H 0.945 2.800 -1.904
C -0.324 -1.015 1.554
C -0.609 -1.712 -0.616
N -1.145 -1.528 0.520
H 0.605 -0.607 1.264
H 0.038 -1.882 2.205
H -0.856 -0.320 2.155
H 0.457 -1.866 -0.968
H -1.342 -1.967 -1.420
```

Output
**Multiplicity**: 1
**Structure (SMILES)**: C=NC.N

=====

Which structure is most stable, and how do the rest compare? From most to least stable: *A*, *B*, *C*.